C27H38KN4O7P2S4 as an isolated structure. Source: OMol25; level of theory: ωB97M-V/def2-TZVPD.

Each line ends with the Löwdin charge.
Positions of all 83 atoms, in Å:
K  -0.02580  0.77324  0.25011  0.563
S  -0.38049  -0.26721  -3.14925  0.866
S  0.77912  -2.48790  -0.60420  0.863
S  -2.22506  -1.88730  0.84410  0.868
S  -3.46085  0.04432  -1.83235  0.852
P  2.14207  2.96400  1.33773  0.318
P  2.35425  2.22733  -1.72545  0.294
O  -2.13015  4.22237  -5.36539  0.025
O  2.70607  1.82615  2.13927  -0.288
O  1.94037  0.84953  -1.33638  -0.429
O  1.45892  3.26829  -2.29545  -0.300
O  2.61693  4.33950  2.05644  -0.148
O  3.61048  2.03759  -2.77118  -0.163
O  0.71323  3.06590  0.96894  -0.390
N  4.15650  1.68603  0.16101  0.133
N  -0.31787  3.11562  -4.55494  0.188
N  -1.88242  0.89377  2.31381  0.059
N  -2.09658  3.33029  -0.75791  0.093
C  -2.31565  4.58514  -0.38426  -0.138
C  -1.44653  3.83622  -4.42565  -0.523
C  -1.80733  4.12792  -2.99997  -0.124
C  -3.99578  1.60347  3.17487  -0.084
C  -2.11679  5.41995  -2.60523  -0.009
C  2.06392  -1.81163  3.98471  -0.134
C  1.35344  -2.02310  2.80789  -0.187
C  -1.85921  -0.91009  -3.97755  -0.522
C  0.73206  -1.68464  -3.20478  -0.541
C  -1.82197  3.11953  -2.04126  -0.106
C  -3.87009  -1.67773  -1.45254  -0.542
C  -3.10124  -0.09884  -3.60300  -0.543
C  -1.67195  0.13284  3.39227  -0.273
C  0.30315  -2.84556  -2.31215  -0.536
C  -1.71086  -3.53066  0.28154  -0.514
C  -3.87277  -1.90789  0.05884  -0.545
C  -0.20036  -3.73647  0.25407  -0.542
C  -2.99710  1.61290  2.21531  -0.143
C  -2.35503  5.65781  -1.26476  -0.059
C  -0.38986  -0.61952  3.52516  -0.248
C  -2.61764  0.10862  4.42982  -0.029
C  1.52568  -0.99343  4.96699  -0.130
C  3.24450  2.84371  -0.21540  -0.471
C  0.29755  -0.40039  4.72872  -0.078
C  4.04937  4.10426  -0.48743  -0.098
C  0.09438  -1.47158  2.50579  -0.147
C  -3.78842  0.83122  4.31165  -0.088
H  -1.73404  -0.86044  -5.06213  0.075
H  -3.96841  -0.52633  -4.11214  0.075
H  0.88871  -2.01587  -4.23316  0.075
H  -3.13453  -2.33305  -1.92311  0.045
H  3.35905  4.90328  -0.75648  0.087
H  -3.00131  0.92646  -3.96622  0.061
H  0.18048  -3.74547  1.27147  0.036
H  -1.59350  2.09764  -2.32354  0.052
H  -3.08220  2.21614  1.31576  0.084
H  -2.12960  -4.28474  0.95501  0.078
H  -4.38818  -2.84822  0.27793  0.072
H  4.73962  3.96041  -1.32305  0.072
H  -2.42933  -0.50946  5.29752  0.108
H  -0.78319  -2.95745  -2.34350  0.044
H  3.03619  -2.27433  4.13384  0.081
H  -2.56539  6.65226  -0.89385  0.097
H  -2.13562  -3.72465  -0.70728  0.055
H  -2.48264  4.74236  0.67693  0.107
H  -4.89444  2.19116  3.03937  0.090
H  -4.53564  0.79390  5.09638  0.095
H  3.96524  0.88809  -0.45037  0.124
H  -2.14300  6.21089  -3.34430  0.119
H  -2.00597  -1.95925  -3.71581  0.056
H  -0.04129  2.84562  -5.48286  0.110
H  0.74307  -3.78145  -2.66842  0.077
H  4.60499  4.42671  0.39489  0.075
H  1.91862  4.99601  1.95061  0.071
H  -4.85223  -1.90821  -1.87531  0.074
H  5.14067  1.93129  0.14344  0.147
H  1.67371  -1.25952  -2.84838  0.049
H  0.01283  -4.70983  -0.19999  0.075
H  3.58558  2.75098  -3.41750  0.062
H  0.30867  2.97856  -3.75932  0.048
H  2.05709  -0.79885  5.89179  0.083
H  -4.45049  -1.11859  0.54727  0.060
H  1.84135  -2.66996  2.07129  0.050
H  -0.11520  0.27394  5.47549  0.097
H  3.78424  1.45765  1.16058  0.084

Properties
* gap between HOMO and LUMO: 5.3 eV
* multiplicity: 1
* energy above the lowest of the compared OMol25 structures with the same formula, charge and spin: 0.3548 eV
* E_LUMO: 0.0767 hartree
* highest occupied orbital energy: -3.2 eV
* F_max: 0.023 hartree/bohr
* energy: -127161.404 eV
* molar mass: 759.936 g/mol
* net charge: -1